The following is a DFT calculation (ωB97M-V/def2-TZVPD) of C8H28OP2SV as an isolated structure.

Results
* HOMO energy (spin up / spin down): -5.46 / -6.37 eV
* lowest unoccupied orbital energy (spin up / spin down): 0.7 / 0.5 eV
* Kohn-Sham gap (spin up / spin down): 0.2247 / 0.2533 hartree

Structure (ORCA input):
```
! RIJCOSX wB97M-V def2-TZVPD def2/J DEFGRID3
* xyz 0 4
V -0.0379 -0.0647 0.0005
S 2.2720 0.1119 1.3085
P -1.4995 0.9446 1.5443
P -0.2716 -1.1242 -2.0614
O 2.5763 -0.6125 2.5680
C -3.1311 1.7239 1.2439
C -1.5360 -0.6865 -3.3268
C -0.6520 2.3348 2.3483
C 3.1386 1.6692 1.4924
C 3.2492 -0.5492 -0.0821
C 1.2114 -0.8922 -3.1117
C -0.3857 -2.9579 -2.1970
C -1.8258 -0.0286 3.0554
H -2.5416 -0.9450 -2.9770
H -0.8013 -1.3778 0.7777
H -2.2816 0.6248 3.8111
H 2.8059 -1.5019 -0.3807
H 4.2894 -0.6815 0.2345
H -1.1096 0.8665 -0.7464
H 3.3846 2.0872 0.5187
H 4.0766 1.5490 2.0230
H -1.5960 -0.0322 -0.3718
H -1.3371 -3.3216 -1.7914
H -0.2662 -1.7947 0.3014
H -3.4741 2.2418 2.1502
H -3.0553 2.4569 0.4336
H -1.3288 -1.2282 -4.2610
H 0.2058 1.9613 2.9187
H 2.5059 2.3842 2.0263
H -0.3066 -3.2604 -3.2523
H -3.8830 0.9841 0.9492
H -1.5053 0.3901 -3.5282
H 0.4312 -3.4236 -1.6328
H 1.0427 -1.3831 -4.0779
H -2.4925 -0.8723 2.8554
H 3.2099 0.1235 -0.9425
H 2.0860 -1.3406 -2.6276
H 1.3959 0.1766 -3.2696
H -1.3665 2.8117 3.0287
H -0.8806 -0.4201 3.4492
H -0.3159 3.0567 1.5992
*
```

The Mulliken scheme yields these atomic charges, measured in e: atom 1 (V): -0.84, atom 2 (S): 0.85, atom 3 (P): 1.22, atom 4 (P): 1.11, atom 5 (O): -0.75, atom 6 (C): -1.31, atom 7 (C): -1.29, atom 8 (C): -1.38, atom 9 (C): -1.02, atom 10 (C): -1.14, atom 11 (C): -1.37, atom 12 (C): -1.42, atom 13 (C): -1.41, atom 14 (H): 0.36, atom 15 (H): 0.00, atom 16 (H): 0.42, atom 17 (H): 0.25, atom 18 (H): 0.50, atom 19 (H): 0.20, atom 20 (H): 0.30, atom 21 (H): 0.39, atom 22 (H): -0.02, atom 23 (H): 0.35, atom 24 (H): 0.01, atom 25 (H): 0.39, atom 26 (H): 0.36, atom 27 (H): 0.39, atom 28 (H): 0.29, atom 29 (H): 0.24, atom 30 (H): 0.41, atom 31 (H): 0.34, atom 32 (H): 0.36, atom 33 (H): 0.38, atom 34 (H): 0.44, atom 35 (H): 0.36, atom 36 (H): 0.29, atom 37 (H): 0.31, atom 38 (H): 0.27, atom 39 (H): 0.46, atom 40 (H): 0.36, atom 41 (H): 0.29


The following is a DFT calculation (ωB97M-V/def2-TZVPD) of C8H2F5HgN2OS2Te as an isolated structure.

Results
* relative energy (zero: lowest compared OMol25 entry of this formula, charge and spin): 2.7 kJ/mol
* HOMO energy (spin up / spin down): -1.92 / -2.71 eV
* lowest unoccupied orbital energy (spin up / spin down): 4.7 / 4.6 eV
* Kohn-Sham gap (spin up / spin down): 0.2431 / 0.2679 hartree

Structure (ORCA input):
```
! RIJCOSX wB97M-V def2-TZVPD def2/J DEFGRID3
* xyz -2 2
Hg -0.3741 1.3520 1.5597
Te -1.1416 4.2426 3.0320
S -1.7434 -0.4372 0.3785
S 1.5599 0.5883 0.2793
F -0.6890 4.5884 4.8665
F 0.7728 4.3463 2.6993
F -3.0467 4.3194 3.6780
F -1.2931 3.7898 1.0116
F -1.1343 6.2617 2.7767
O -1.0139 2.3735 3.3074
N -0.7738 -5.0323 -3.4730
N 3.1695 -3.8429 -3.5423
C 1.7783 -1.4949 -1.3779
C 0.0554 -3.0003 -2.1087
C -0.3981 -4.1259 -2.8706
C 2.3772 -3.2918 -2.9139
C 1.3997 -2.5942 -2.1345
C 0.8831 -0.7713 -0.5829
C -0.8438 -2.2937 -1.3275
C -0.4794 -1.1869 -0.5467
H 2.8140 -1.1820 -1.3997
H -1.8787 -2.6086 -1.3114
*
```

The Mulliken scheme yields these atomic charges, measured in e: atom 1 (Hg): 1.04, atom 2 (Te): 1.81, atom 3 (S): -0.60, atom 4 (S): -0.52, atom 5 (F): -0.49, atom 6 (F): -0.49, atom 7 (F): -0.54, atom 8 (F): -0.62, atom 9 (F): -0.53, atom 10 (O): -1.01, atom 11 (N): -0.59, atom 12 (N): -0.59, atom 13 (C): -0.86, atom 14 (C): 0.52, atom 15 (C): -0.03, atom 16 (C): -0.02, atom 17 (C): 0.51, atom 18 (C): 0.50, atom 19 (C): -0.80, atom 20 (C): 0.39, atom 21 (H): 0.45, atom 22 (H): 0.46


The following is a DFT calculation (ωB97M-V/def2-TZVPD) of one molecule with the formula C8H2N4.

Results
* relative energy (zero: lowest compared OMol25 entry of this formula, charge and spin): 308.7 kJ/mol
* HOMO energy (spin up / spin down): -10.22 / -10.37 eV
* lowest unoccupied orbital energy (spin up / spin down): -2.6 / -3.2 eV
* Kohn-Sham gap (spin up / spin down): 0.2804 / 0.2642 hartree

Structure (ORCA input):
```
! RIJCOSX wB97M-V def2-TZVPD def2/J DEFGRID3
* xyz 0 1
N -0.1955 3.0569 0.8311
N -0.6397 -2.5339 -1.5049
N -3.1255 0.9005 -1.2115
N 0.3725 -2.3692 2.2220
C -0.9320 -0.1313 -0.6734
C 1.6676 0.2471 -0.0995
C 0.7973 -0.2660 0.9173
C 0.1257 0.6209 -0.0304
C -2.1165 0.4816 -0.9473
C 0.5796 -1.3775 1.6595
C -0.7994 -1.4295 -1.1782
C -0.1411 1.9583 0.5083
H 2.2779 1.1057 0.2938
H 2.1291 -0.2637 -0.7868
*
```

The Mulliken scheme yields these atomic charges, measured in e: atom 1 (N): -0.41, atom 2 (N): -0.45, atom 3 (N): -0.37, atom 4 (N): -0.38, atom 5 (C): 0.40, atom 6 (C): -0.73, atom 7 (C): -0.07, atom 8 (C): 1.33, atom 9 (C): -0.05, atom 10 (C): 0.39, atom 11 (C): -0.08, atom 12 (C): -0.21, atom 13 (H): 0.27, atom 14 (H): 0.36